[1]
{
  "formula": "C83H171F6N7O17",
  "method": "ωB97M-V/def2-TZVPD",
  "elements": ["C", "C", "C", "C", "C", "C", "C", "C", "C", "N", "O", "H", "H", "H", "H", "H", "H", "H", "H", "H", "H", "H", "H", "H", "H", "H", "H", "H", "H", "H", "C", "C", "C", "C", "C", "C", "C", "C", "C", "N", "O", "H", "H", "H", "H", "H", "H", "H", "H", "H", "H", "H", "H", "H", "H", "H", "H", "H", "H", "H", "C", "C", "C", "C", "C", "C", "C", "C", "C", "N", "O", "H", "H", "H", "H", "H", "H", "H", "H", "H", "H", "H", "H", "H", "H", "H", "H", "H", "H", "H", "C", "C", "C", "C", "C", "C", "C", "C", "C", "N", "O", "H", "H", "H", "H", "H", "H", "H", "H", "H", "H", "H", "H", "H", "H", "H", "H", "H", "H", "H", "C", "C", "C", "C", "C", "C", "C", "C", "C", "N", "O", "H", "H", "H", "H", "H", "H", "H", "H", "H", "H", "H", "H", "H", "H", "H", "H", "H", "H", "H", "C", "C", "C", "C", "C", "C", "C", "C", "C", "N", "O", "H", "H", "H", "H", "H", "H", "H", "H", "H", "H", "H", "H", "H", "H", "H", "H", "H", "H", "H", "C", "C", "C", "C", "C", "C", "C", "C", "C", "N", "O", "H", "H", "H", "H", "H", "H", "H", "H", "H", "H", "H", "H", "H", "H", "H", "H", "H", "H", "H", "C", "C", "O", "C", "O", "C", "F", "F", "F", "H", "H", "H", "H", "H", "C", "C", "O", "C", "O", "C", "F", "F", "F", "H", "H", "H", "H", "H", "C", "O", "C", "C", "O", "C", "C", "O", "C", "H", "H", "H", "H", "H", "H", "H", "H", "H", "H", "H", "H", "H", "H", "C", "O", "C", "C", "O", "C", "C", "O", "C", "H", "H", "H", "H", "H", "H", "H", "H", "H", "H", "H", "H", "H", "H"],
  "xyz": [[-4.78894, 1.06224, 5.46805], [-4.22786, 2.53647, 5.41737], [-5.30714, 3.62154, 5.71276], [-3.22210, 2.75526, 6.61178], [-1.86737, 2.07529, 6.25311], [-1.31598, 2.68415, 5.00497], [-2.22098, 2.61877, 3.76120], [-1.62202, 3.62534, 2.74655], [-2.07472, 1.20625, 3.20964], [-3.59955, 2.97310, 4.14751], [-4.47034, 2.89052, 3.06970], [-3.97430, 0.35266, 5.32336], [-5.21218, 0.94385, 6.46552], [-5.55804, 0.86193, 4.72209], [-6.21444, 3.53989, 5.11424], [-5.59999, 3.53721, 6.75930], [-4.94569, 4.64274, 5.59193], [-2.92854, 3.71886, 7.02819], [-3.60513, 2.15850, 7.43959], [-1.15977, 2.23704, 7.06628], [-1.90960, 0.98870, 6.17802], [-0.34526, 2.21584, 4.84225], [-1.08639, 3.70277, 5.31770], [-1.68294, 4.65811, 3.08972], [-2.18164, 3.60242, 1.81146], [-0.61115, 3.33832, 2.45696], [-2.86823, 1.05038, 2.47879], [-2.33285, 0.43167, 3.93178], [-1.13285, 1.00839, 2.69795], [-4.61832, 3.81021, 2.83758], [1.98460, 8.12260, -3.36309], [1.25019, 8.57623, -2.12213], [1.89005, 9.91346, -1.54367], [-0.16795, 9.01547, -2.48961], [-1.12564, 7.89579, -2.77968], [-1.21960, 7.02039, -1.53018], [0.15149, 6.40177, -1.14443], [-0.14852, 5.83867, 0.25222], [0.56259, 5.32432, -2.03432], [1.17213, 7.55807, -1.04021], [2.40569, 7.21427, -0.54734], [2.23443, 8.96656, -4.00606], [2.91322, 7.60891, -3.11432], [1.48732, 7.39119, -4.00016], [2.87779, 9.74029, -1.11649], [2.03730, 10.60779, -2.37092], [1.31330, 10.40787, -0.76200], [-0.61053, 9.67348, -1.74178], [-0.04086, 9.64199, -3.37246], [-2.15043, 8.20963, -2.97815], [-0.87976, 7.35213, -3.69186], [-1.95513, 6.23016, -1.68062], [-1.65807, 7.56137, -0.69162], [0.76125, 5.50746, 0.75294], [-0.73220, 4.92663, 0.12732], [-0.65820, 6.53260, 0.92064], [0.91146, 5.56456, -3.03865], [-0.19600, 4.55262, -2.16513], [1.38297, 4.79958, -1.54469], [2.76101, 6.80599, -1.34022], [2.11299, -4.22515, 5.06634], [0.72135, -4.06173, 5.64896], [0.67368, -4.65273, 7.04677], [0.51713, -2.52821, 5.72823], [-0.91148, -1.98766, 5.96506], [-1.84220, -2.65224, 4.95540], [-1.70927, -4.25791, 4.81465], [-2.46769, -4.91530, 5.99050], [-2.42815, -4.62279, 3.47941], [-0.29469, -4.67303, 4.70631], [-0.19568, -6.03735, 4.64677], [2.80986, -3.69395, 5.71465], [2.38640, -5.27662, 5.15437], [2.06197, -3.80338, 4.06255], [-0.05921, -4.06466, 7.59917], [0.43238, -5.71557, 7.03035], [1.63917, -4.60087, 7.55000], [1.13429, -2.17753, 6.55542], [0.84322, -1.97844, 4.84533], [-1.17024, -2.08913, 7.01902], [-0.94818, -0.91009, 5.80506], [-1.71917, -2.17433, 3.98352], [-2.91164, -2.47731, 5.07282], [-2.37783, -6.00054, 5.94283], [-3.53043, -4.67511, 5.95898], [-2.22343, -4.51245, 6.97343], [-3.47922, -4.34539, 3.39942], [-2.49163, -5.70692, 3.38590], [-1.94417, -4.31552, 2.55235], [0.21785, -6.13938, 3.78643], [4.72683, 0.67702, 3.18554], [4.18523, 0.66770, 4.64891], [3.38848, -0.62302, 4.88208], [5.45873, 0.63492, 5.53715], [5.22031, 0.80974, 7.02184], [4.60994, 2.20539, 7.15564], [3.24817, 2.40191, 6.33071], [2.10063, 1.60391, 7.02929], [2.88885, 3.95786, 6.43757], [3.47156, 1.88013, 4.92648], [2.53014, 2.18704, 3.98023], [3.93462, 0.81290, 2.44930], [5.28370, 1.61400, 3.17749], [5.34744, -0.18696, 2.94790], [3.99767, -1.44614, 4.50863], [3.29001, -0.80453, 5.95234], [2.41457, -0.69134, 4.39738], [6.03359, -0.27259, 5.35259], [6.13733, 1.41353, 5.18878], [4.66421, 0.03271, 7.54632], [6.15669, 0.75374, 7.57697], [5.30720, 2.98715, 6.85434], [4.38822, 2.33566, 8.21487], [2.50065, 0.61946, 7.27207], [1.14599, 1.43615, 6.53066], [1.76639, 2.13481, 7.92065], [2.72854, 4.33699, 7.44685], [1.90067, 4.25260, 6.08439], [3.62651, 4.63380, 6.00506], [3.02983, 2.59635, 3.27003], [-5.53263, -5.51023, -4.80610], [-4.06704, -5.69424, -5.31249], [-3.89215, -7.10448, -5.94018], [-3.96700, -4.62500, -6.50105], [-2.54986, -4.23574, -6.81872], [-1.85839, -3.88628, -5.49471], [-1.85027, -4.91293, -4.30816], [-0.88820, -5.98865, -4.66393], [-1.36306, -4.21973, -3.01195], [-3.26694, -5.31212, -4.15805], [-3.37860, -6.29784, -3.10306], [-6.21508, -6.04940, -5.46310], [-5.72537, -6.13525, -3.93414], [-5.86669, -4.48012, -4.68210], [-4.08528, -7.84577, -5.16475], [-4.66442, -7.33418, -6.67429], [-2.86755, -7.33118, -6.23499], [-4.38778, -5.10540, -7.38438], [-4.50397, -3.68920, -6.34600], [-1.99012, -5.03943, -7.29713], [-2.54961, -3.43881, -7.56236], [-2.40755, -3.02085, -5.12382], [-0.85530, -3.63627, -5.84025], [-0.87711, -6.74539, -3.87951], [0.12289, -5.58428, -4.71169], [-1.13388, -6.38860, -5.64768], [-0.98325, -4.95443, -2.30198], [-2.18123, -3.72587, -2.48773], [-0.57389, -3.47228, -3.09349], [-3.99708, -5.83291, -2.53480], [1.12894, -9.80231, 0.03860], [1.01536, -8.42242, -0.67873], [1.32821, -8.55219, -2.17496], [-0.49974, -7.99105, -0.58078], [-0.99083, -7.40392, 0.73494], [-0.06125, -6.28875, 1.07018], [1.44756, -6.69403, 1.14237], [2.28043, -5.39738, 1.28766], [1.83355, -7.65179, 2.30336], [1.78233, -7.27699, -0.16732], [3.16156, -7.47931, -0.38213], [1.12537, -10.62153, -0.68040], [2.11883, -9.83507, 0.49373], [0.39083, -10.05409, 0.80012], [1.25182, -7.61018, -2.71800], [2.36385, -8.87403, -2.28429], [0.73459, -9.31072, -2.68520], [-0.83691, -7.29261, -1.34668], [-1.14074, -8.85644, -0.74910], [-2.01051, -7.01949, 0.71126], [-1.05632, -8.12061, 1.55358], [-0.31636, -5.73894, 1.97612], [-0.13274, -5.47916, 0.34383], [3.33347, -5.53030, 1.03958], [2.19654, -5.01060, 2.30326], [2.02570, -4.60677, 0.58186], [2.78909, -8.15805, 2.16650], [1.12076, -8.47642, 2.30068], [1.99871, -7.11849, 3.23954], [3.44142, -6.94823, -1.13128], [-3.52981, 1.94788, -7.69990], [-2.08598, 1.24842, -7.67479], [-2.37841, -0.27342, -7.31205], [-1.49126, 1.53669, -9.09300], [-0.02289, 1.27603, -9.20987], [0.73122, 2.10497, -8.20449], [0.18480, 1.87465, -6.71257], [0.58869, 0.53746, -6.15257], [0.78748, 2.98595, -5.83570], [-1.28416, 1.94707, -6.68146], [-1.89423, 2.04717, -5.40291], [-4.12966, 1.74531, -6.81262], [-3.37133, 3.02165, -7.79999], [-4.03576, 1.57989, -8.59248], [-1.79683, -0.74231, -6.51831], [-3.42562, -0.47536, -7.08695], [-2.07980, -0.73014, -8.25563], [-1.97163, 0.85978, -9.79949], [-1.60637, 2.55790, -9.45630], [0.23729, 0.21754, -9.20683], [0.27656, 1.72472, -10.15703], [0.74406, 3.14946, -8.51589], [1.73611, 1.68468, -8.16370], [1.67429, 0.52290, -6.05585], [0.41088, -0.36082, -6.74382], [0.19333, 0.43799, -5.14168], [0.42445, 3.98813, -6.06362], [1.87383, 2.96897, -5.92321], [0.50003, 2.71433, -4.81997], [-2.07750, 1.13208, -5.17791], [0.35274, -2.13882, 1.45732], [1.10488, -0.96066, 0.87302], [0.16719, -0.09342, 0.23744], [0.00619, -0.16566, -1.10371], [0.43284, -1.12892, -1.77845], [-0.69655, 1.02932, -1.72129], [-1.55035, 0.55138, -2.64057], [-1.29952, 1.82554, -0.79139], [0.26065, 1.67436, -2.35257], [1.05078, -2.74852, 2.03100], [-0.08215, -2.60205, 0.57166], [-0.36755, -1.81848, 2.21009], [1.85904, -1.31295, 0.16929], [1.70981, -0.50924, 1.65939], [4.93450, 5.38968, 3.36427], [4.81565, 5.36150, 1.79935], [3.95271, 4.29301, 1.42413], [4.00645, 3.75418, 0.19419], [4.61170, 4.23567, -0.74763], [3.08094, 2.59063, -0.00923], [2.07747, 2.58931, 0.84577], [2.60331, 2.54037, -1.27684], [3.75395, 1.44024, 0.02128], [4.01869, 5.64281, 3.89842], [5.70570, 6.11087, 3.63491], [5.29358, 4.45480, 3.79458], [5.80737, 5.40731, 1.34936], [4.29322, 6.26744, 1.49201], [5.38971, 0.41084, -2.89301], [6.16787, -0.74152, -3.17854], [6.10803, -1.73811, -2.11880], [4.76351, -2.36813, -1.72257], [4.10024, -2.96393, -2.82384], [2.86483, -3.60717, -2.48839], [2.77696, -4.97001, -3.03203], [3.85144, -5.78538, -2.58570], [5.04157, -5.61460, -3.37257], [5.40297, 0.76225, -1.86130], [4.35072, 0.08623, -2.94984], [5.60631, 1.27970, -3.51450], [6.47948, -1.16118, -1.27188], [6.86756, -2.47968, -2.36637], [4.12859, -1.59799, -1.28455], [4.98051, -3.16086, -1.00661], [2.11295, -2.95414, -2.93149], [2.62949, -3.64294, -1.42470], [2.52145, -5.05596, -4.08817], [1.91270, -5.48060, -2.60723], [4.87503, -5.88148, -4.41619], [5.87490, -6.26140, -3.09818], [5.46201, -4.63193, -3.15880], [-3.26746, 3.92251, -3.23480], [-3.82282, 4.97281, -2.47866], [-5.04098, 5.49958, -3.02048], [-5.47051, 6.83075, -2.35508], [-5.88638, 6.76546, -1.00896], [-5.08945, 6.18377, -0.05179], [-5.37865, 6.61211, 1.37285], [-4.93802, 5.76234, 2.46932], [-3.81244, 6.34668, 3.10838], [-4.00491, 3.25755, -3.68436], [-2.70717, 3.34168, -2.50213], [-2.50800, 4.26369, -3.93830], [-5.82442, 4.77691, -2.79233], [-5.01909, 5.64470, -4.10056], [-6.31525, 7.35988, -2.79612], [-4.66767, 7.54735, -2.52841], [-4.02751, 6.35407, -0.22893], [-5.17922, 5.09830, -0.09431], [-6.46579, 6.61007, 1.45170], [-5.19008, 7.67061, 1.55210], [-4.00185, 7.31342, 3.57490], [-2.91774, 6.50619, 2.50659], [-3.48419, 5.72605, 3.94216]],
  "smiles": "CC1(C)CCCC(C)(C)N1O.CC1(C)CCCC(C)(C)N1O.CC1(C)CCCC(C)(C)N1O.CC1(C)CCCC(C)(C)N1O.CC1(C)CCCC(C)(C)N1O.CC1(C)CCCC(C)(C)N1O.CC1(C)CCCC(C)(C)N1O.CCOC(=O)C(F)(F)F.CCOC(=O)C(F)(F)F.COCCOCCOC.COCCOCCOC",
  "total_charge": 0,
  "max_force_ev_per_a": 5.0,
  "total_energy_ha": -5526.0826,
  "homo_energy_ev": -7.900
}

***

[2]
{
  "formula": "C11H21N2OS",
  "method": "ωB97M-V/def2-TZVPD",
  "elements": ["C", "C", "N", "C", "C", "C", "C", "N", "C", "C", "C", "H", "H", "H", "H", "H", "H", "H", "H", "H", "H", "H", "H", "H", "H", "H", "C", "S", "O", "C", "H", "H", "H", "H", "H", "H"],
  "xyz": [[-2.86969, 0.72350, 1.07183], [-3.55184, 0.62722, -0.37460], [-2.93731, -0.39759, -1.29325], [-1.47391, -0.19321, -1.30072], [-0.51767, -1.35850, -0.84840], [1.03413, -0.97125, -0.86911], [1.44803, 0.43636, -1.33430], [0.52041, 1.47480, -1.77209], [1.14668, 2.75857, -2.21894], [0.11881, 3.97007, -2.44672], [-0.89032, 1.19816, -1.74660], [-2.93375, -0.30429, 1.56753], [-3.50774, 1.46807, 1.68650], [-1.81073, 1.15914, 1.07221], [-4.64684, 0.30104, -0.19709], [-3.59821, 1.62849, -0.93206], [-3.26187, -0.13672, -2.24647], [-0.90048, -2.39062, -0.53350], [1.77461, -1.77352, -0.52930], [2.56960, 0.68037, -1.33226], [1.92866, 3.08835, -1.44395], [1.67670, 2.57207, -3.22397], [-0.12005, 4.12486, -3.56656], [-0.83248, 3.92297, -1.82173], [0.67764, 4.93147, -2.13097], [-1.64508, 1.97813, -2.07959], [3.26868, -3.82075, 2.61964], [1.47714, -3.63863, 2.74800], [0.93926, -3.50548, 1.35710], [1.51126, -1.98640, 3.47544], [3.48558, -4.78065, 2.14961], [3.68247, -3.01607, 2.00890], [3.70897, -3.79937, 3.61784], [2.03570, -1.29711, 2.81081], [2.01011, -2.02608, 4.44513], [0.48354, -1.64737, 3.61167]],
  "total_charge": 1,
  "max_force_ev_per_a": 5.2,
  "total_energy_ha": -1014.2485,
  "homo_energy_ev": -11.575
}